71
Properties=species:S:1:pos:R:3:forces:R:3:lowdin_charge:R:1 method="wB97M-V/def2-TZVPD" s2=3.78 homo_energy_ev="-13.6 / -13.6" total_charge=+2 largest_force_ev_per_a=0.08 lumo_energy_ev="-6.57 / -7.14" orbital_gap_ev="7.0 / 6.5" spin_multiplicity=4
Re -0.022746 -0.412840 -0.232695 0.1 0.0 0.1 1.84
C -1.814228 -2.303433 -3.561731 0.0 0.0 0.0 0.02
C -0.665752 -1.765449 -2.788533 0.0 0.0 0.0 -0.36
O -0.963202 -1.468930 -1.524727 0.0 0.0 0.0 -0.21
C 0.594672 -1.626100 -3.296001 0.0 0.0 0.0 0.02
C 1.751201 -1.255633 -2.566065 0.0 0.0 0.0 -0.26
C 3.096042 -1.460678 -3.175241 0.0 0.0 0.0 0.00
N 1.659887 -0.776821 -1.328848 0.0 0.0 0.0 -0.14
N 2.872340 -0.598562 -0.656467 0.0 0.0 0.0 0.11
C 2.665114 -0.386051 0.598401 0.0 0.0 -0.1 -0.40
O 1.416657 -0.375752 1.089793 -0.1 0.0 0.0 -0.21
C 3.745976 -0.086651 1.541688 0.0 0.0 0.0 -0.17
C 5.066136 -0.010507 1.094721 0.0 0.0 0.0 -0.01
C 6.074904 0.288699 1.992026 0.0 0.0 0.0 -0.05
C 5.774455 0.514311 3.330604 0.0 0.0 0.0 -0.05
C 4.462520 0.436837 3.777659 0.0 0.0 0.0 -0.05
C 3.445807 0.134138 2.886469 0.0 0.0 0.0 -0.02
H -2.627618 -1.575727 -3.565422 0.0 0.0 0.0 0.11
H -2.188563 -3.202451 -3.068764 0.0 0.0 0.0 0.11
H -1.533237 -2.541154 -4.583412 0.0 0.0 0.0 0.10
H 0.749462 -1.942018 -4.316572 0.0 0.0 0.0 0.13
H 3.006112 -1.760356 -4.214669 0.0 0.0 0.0 0.09
H 3.629227 -2.235498 -2.620929 0.0 0.0 0.0 0.11
H 3.698215 -0.556787 -3.092038 0.0 0.0 0.0 0.10
H 5.291263 -0.194151 0.053181 0.0 0.0 0.0 0.12
H 7.099808 0.341553 1.651320 0.0 0.0 0.0 0.12
H 6.568473 0.743241 4.028650 0.0 0.0 0.0 0.12
H 4.235666 0.599470 4.822636 0.0 0.0 0.0 0.11
H 2.423778 0.046484 3.231451 0.0 0.0 0.0 0.10
C 1.279484 3.865469 -0.005099 0.0 0.0 0.0 -0.04
C 1.375932 2.336900 0.095636 0.0 0.0 0.0 -0.11
N 0.001435 1.748565 0.156512 0.0 0.0 0.0 -0.25
C -0.835731 2.412989 -0.893394 0.0 0.0 0.0 -0.11
C -1.122662 3.861717 -0.472550 0.0 0.0 0.0 -0.03
N -0.067915 4.261091 0.520327 0.0 0.0 0.0 -0.06
C -0.314156 3.553015 1.825832 0.0 0.0 0.0 -0.05
C -0.574350 2.078515 1.500797 0.0 0.0 0.0 -0.12
H 1.351686 4.229857 -1.028329 0.0 0.0 0.0 0.15
H 2.042704 4.352430 0.598220 0.0 0.0 0.0 0.15
H 1.905372 2.037003 0.997596 0.0 0.0 0.0 0.13
H 1.912951 1.937804 -0.763509 0.0 0.0 0.0 0.13
H -1.772168 1.864542 -0.989230 0.0 0.0 0.0 0.11
H -0.285998 2.371144 -1.834023 0.0 0.0 0.0 0.14
H -2.088485 3.963178 0.019260 0.0 0.0 0.0 0.15
H -1.080132 4.546300 -1.316925 0.0 0.0 0.0 0.15
H -0.098133 5.269987 0.666759 0.0 0.0 0.0 0.20
H -1.175246 4.007332 2.310966 0.0 0.0 0.0 0.14
H 0.559831 3.708049 2.456391 0.0 0.0 0.0 0.13
H -1.639229 1.872509 1.463848 0.0 0.0 0.0 0.11
H -0.123268 1.433957 2.251814 0.0 0.0 0.0 0.11
C -4.519064 1.595940 3.506679 0.0 0.0 0.0 -0.01
C -3.081945 1.306039 3.848413 0.0 0.0 0.0 -0.18
C -2.280489 2.320274 4.378562 0.0 0.0 0.0 -0.08
C -0.985200 2.066540 4.794979 0.0 0.0 0.0 -0.68
Cl -0.011334 3.375167 5.401621 0.0 0.0 0.0 0.70
C -0.457147 0.785058 4.737471 0.0 0.0 0.0 -0.10
C -1.228848 -0.223183 4.187759 0.0 0.0 0.0 0.02
C -2.512863 0.037114 3.720535 0.0 0.0 0.0 -0.24
O -3.189921 -1.040145 3.196037 0.0 0.0 0.0 -0.01
C -3.729967 -0.905273 1.896450 0.0 0.0 0.0 -0.07
C -2.759359 -0.293973 0.903936 0.0 0.0 0.0 -0.55
O -3.097579 0.497743 0.045612 0.0 0.0 0.0 0.07
O -1.501779 -0.671844 1.058354 0.0 0.0 0.0 -0.19
H -4.856500 2.484839 4.036339 0.0 0.0 0.0 0.09
H -5.161574 0.767134 3.802715 0.0 0.0 0.0 0.10
H -4.665835 1.770953 2.437954 0.0 0.0 0.0 0.09
H -2.699711 3.310118 4.517148 0.0 0.0 0.0 0.12
H 0.534335 0.584425 5.120555 0.0 0.0 0.0 0.11
H -0.852581 -1.234705 4.112025 0.0 0.0 0.0 0.14
H -4.647903 -0.321757 1.873554 0.0 0.0 0.0 0.12
H -3.960811 -1.917704 1.560311 0.0 0.0 0.0 0.16

114
Properties=species:S:1:pos:R:3:forces:R:3:lowdin_charge:R:1 method="wB97M-V/def2-TZVPD" homo_energy_ev=-8.6 largest_force_ev_per_a=6.07 lumo_energy_ev=-1.10 orbital_gap_ev=7.5 smiles="S=C=Nc1cccc2nccnc12.COCCNCCOC.COCCNCCOC.COCCNCCOC.COCCNCCOC"
S -2.175388 -2.309016 0.916102 0.9 2.2 -3.8 0.66
C -1.778524 -1.411880 -0.441916 0.5 1.9 -0.6 -0.62
N -1.463829 -0.590812 -1.413485 0.0 -2.9 5.3 0.05
C -0.290766 0.236401 -0.961517 4.0 0.6 0.4 -0.17
C 1.140117 -0.284286 -1.245211 -1.5 3.4 1.8 0.00
C 2.383220 0.571457 -0.758435 -3.9 2.0 1.2 -0.04
C 2.104689 1.884987 0.014721 -0.9 -2.4 -1.4 -0.01
C 0.648417 2.430127 0.333289 1.5 -1.7 -1.0 -0.17
N 0.565849 3.654499 1.083634 -5.4 -2.5 -1.3 0.07
C -0.808436 3.975390 1.294591 0.7 -1.2 -0.9 -0.07
C -2.034098 3.173795 0.769848 2.3 -1.2 -0.7 -0.06
N -1.918943 1.970791 0.016836 3.1 3.3 2.3 0.08
C -0.545389 1.591916 -0.177705 0.3 -0.4 -0.3 -0.12
H 1.313378 -1.271031 -1.795298 -0.5 1.7 0.9 0.10
H 3.435547 0.177205 -0.999616 -1.8 0.9 0.7 0.09
H 3.003721 2.497556 0.399585 -1.7 -1.1 -0.7 0.10
H -1.028960 4.926278 1.909404 0.5 -1.7 -1.1 0.11
H -3.086674 3.573267 1.003648 1.8 -0.9 -0.5 0.11
C -8.816545 0.882580 5.041963 0.2 0.1 0.2 -0.11
O -7.475494 0.650132 5.443697 -0.4 -0.3 -0.1 -0.19
C -7.042842 -0.700137 5.281477 0.6 0.0 -0.1 -0.21
C -6.095246 -0.845383 4.085814 -0.5 0.2 0.0 -0.21
N -6.798976 -0.683398 2.814118 0.2 0.1 0.1 -0.05
C -5.924739 -0.464152 1.656800 -0.2 0.2 0.1 -0.19
C -4.933619 0.714979 1.696376 -0.1 -0.2 -0.5 -0.23
O -5.539080 2.002688 1.613785 0.2 -0.1 0.2 -0.19
C -6.119456 2.462890 2.823319 0.0 0.2 -0.3 -0.10
H -9.128646 1.845623 5.449801 0.1 -0.1 0.0 0.09
H -8.897494 0.941964 3.954721 -0.2 -0.1 -0.1 0.07
H -9.490373 0.107624 5.422556 0.0 0.0 -0.1 0.09
H -7.885750 -1.398337 5.217428 0.0 0.2 -0.1 0.12
H -6.481686 -0.951660 6.187464 0.0 0.0 -0.1 0.12
H -5.626951 -1.834649 4.113742 0.0 0.0 0.0 0.12
H -5.307635 -0.094690 4.210214 0.1 -0.1 0.2 0.10
H -7.431841 0.102869 2.881803 0.0 -0.1 0.0 0.06
H -6.585034 -0.314531 0.795508 0.1 0.0 0.0 0.12
H -5.367110 -1.387768 1.466461 0.1 0.1 0.0 0.09
H -4.306016 0.632973 0.802633 -0.1 0.1 0.0 0.10
H -4.242103 0.665461 2.544639 -0.1 0.0 0.1 0.11
H -5.538939 2.169737 3.701920 -0.1 -0.1 0.0 0.09
H -7.148470 2.109682 2.898819 0.0 0.0 0.3 0.07
H -6.158799 3.553963 2.788593 0.1 -0.1 -0.1 0.09
C 2.741848 5.962848 -2.143721 -0.2 0.2 0.1 -0.11
O 2.270852 6.768765 -1.075037 0.1 -0.4 -0.1 -0.19
C 2.368206 6.151020 0.208288 0.1 0.4 0.4 -0.22
C 3.513601 6.749511 1.031927 0.0 -0.2 -0.5 -0.20
N 4.821212 6.365395 0.500160 -0.1 0.2 0.1 -0.05
C 5.943873 7.161292 1.006977 -0.1 0.0 -0.2 -0.20
C 5.901019 8.690642 0.836561 0.4 -0.1 0.0 -0.22
O 6.053557 9.144955 -0.504275 -0.2 0.0 0.3 -0.18
C 4.886823 9.034886 -1.303454 0.3 0.1 -0.2 -0.10
H 2.381223 6.397010 -3.077927 0.0 0.0 0.1 0.09
H 3.833269 5.956836 -2.181418 0.1 -0.2 -0.1 0.07
H 2.367277 4.936219 -2.068492 0.1 0.0 0.0 0.09
H 2.447766 5.061173 0.136481 0.1 0.2 -0.1 0.09
H 1.429780 6.373536 0.725877 0.1 -0.1 0.0 0.11
H 3.431926 6.405628 2.068105 0.0 0.0 0.0 0.12
H 3.377979 7.836220 1.024429 -0.1 0.0 0.1 0.10
H 4.808134 6.449112 -0.507947 -0.1 0.0 0.1 0.06
H 6.838495 6.795331 0.491235 0.0 0.1 0.1 0.12
H 6.077894 6.929117 2.069185 -0.1 0.1 0.0 0.11
H 6.763090 9.094218 1.378018 0.0 0.0 -0.1 0.12
H 5.021843 9.148611 1.302521 -0.1 -0.1 -0.1 0.11
H 3.974276 9.244018 -0.739425 0.0 -0.1 0.0 0.09
H 4.844387 8.047081 -1.763706 -0.3 0.0 0.0 0.07
H 4.960573 9.761824 -2.115120 0.1 0.0 0.1 0.09
C 6.467283 -5.187594 -2.115442 -0.1 -0.1 0.3 -0.11
O 7.079921 -5.241745 -0.836574 0.2 0.0 -0.5 -0.19
C 8.427555 -4.772641 -0.814085 0.1 0.2 0.6 -0.21
C 8.529092 -3.390610 -0.159684 -0.3 -0.2 -0.4 -0.21
N 7.944829 -2.347865 -1.002725 -0.1 0.0 0.3 -0.06
C 7.691277 -1.077810 -0.314629 -0.2 -0.2 -0.1 -0.19
C 6.807272 -1.084512 0.945682 0.0 0.4 -0.2 -0.22
O 5.427779 -1.344747 0.704519 0.3 -0.1 0.1 -0.20
C 5.112322 -2.711035 0.489367 -0.3 0.3 0.0 -0.10
H 5.567158 -5.804009 -2.084527 0.1 0.0 0.1 0.09
H 6.162171 -4.168865 -2.363386 0.0 0.1 -0.2 0.07
H 7.130037 -5.576804 -2.895600 0.0 0.1 0.0 0.09
H 8.884668 -4.783584 -1.810559 -0.2 0.1 0.0 0.12
H 8.986658 -5.480245 -0.193204 0.0 0.1 0.0 0.12
H 9.581954 -3.154789 0.025557 0.0 0.0 0.0 0.12
H 8.022250 -3.458410 0.808633 0.1 -0.1 0.1 0.10
H 7.067364 -2.679156 -1.381742 0.1 0.0 0.0 0.06
H 7.215749 -0.418960 -1.049593 0.1 0.0 0.1 0.12
H 8.656274 -0.623467 -0.065176 0.0 0.0 0.1 0.12
H 6.841602 -0.072441 1.362380 -0.1 -0.1 -0.1 0.12
H 7.192081 -1.739312 1.734816 0.0 -0.2 -0.1 0.11
H 5.710258 -3.379973 1.113349 0.1 0.0 -0.1 0.09
H 5.226072 -2.955963 -0.567439 0.1 -0.3 0.0 0.06
H 4.059704 -2.860603 0.739560 0.1 0.1 0.1 0.09
C -5.301683 -7.714718 -4.562337 -0.1 -0.1 0.3 -0.11
O -4.681955 -7.776284 -3.287206 0.2 0.0 -0.5 -0.19
C -3.330906 -7.317146 -3.271576 0.1 0.2 0.6 -0.21
C -3.215236 -5.937327 -2.614749 -0.3 -0.2 -0.4 -0.21
N -3.796551 -4.888388 -3.451943 0.0 -0.1 0.3 -0.05
C -4.036428 -3.618119 -2.759261 -0.2 -0.1 -0.1 -0.19
C -4.913135 -3.621548 -1.493896 0.0 0.4 -0.2 -0.23
O -6.295393 -3.870643 -1.728361 0.3 -0.1 0.2 -0.18
C -6.623318 -5.233167 -1.945454 -0.3 0.3 0.0 -0.10
H -6.206105 -8.324586 -4.527507 0.1 0.0 0.1 0.09
H -5.600751 -6.693310 -4.806158 0.0 0.1 -0.2 0.07
H -4.646337 -8.107013 -5.347274 0.0 0.1 0.0 0.09
H -2.879719 -7.329212 -4.270789 -0.2 0.1 0.0 0.12
H -2.773402 -8.030328 -2.655517 0.0 0.0 0.0 0.12
H -2.159459 -5.709751 -2.435184 0.0 0.0 0.0 0.12
H -3.716878 -6.003506 -1.643563 0.1 -0.1 0.1 0.10
H -4.678726 -5.212098 -3.826550 0.1 0.0 0.0 0.06
H -4.511242 -2.953977 -3.489625 0.1 0.0 0.1 0.12
H -3.066271 -3.171642 -2.514442 0.0 0.0 0.1 0.10
H -4.868767 -2.610662 -1.074665 0.0 0.0 -0.1 0.10
H -4.528648 -4.281359 -0.708346 0.0 -0.2 -0.1 0.10
H -6.027468 -5.908821 -1.326391 0.1 0.0 -0.1 0.09
H -6.517228 -5.476146 -3.003423 0.1 -0.3 0.0 0.07
H -7.675589 -5.374757 -1.689844 0.1 0.1 0.1 0.09

Computed energy relative to the best compared isomer or geometry (same formula, charge and spin), in the same sequence as the records: 93.5, 406.3 kJ/mol.